No. 1
Below is C36H70F3NiO18S8 as an isolated structure in a non-equilibrium geometry, with properties calculated with ωB97M-V/def2-TZVPD.

Output
- Expectation value of S²: 2.004
- Lowest unoccupied orbital energy (spin up / spin down): -3.3674 / -4.4604 eV
- Spin multiplicity: 3
- Molecular weight: 1163.2 g mol⁻¹
- Total charge: +1
- Energy: -211189.3415 eV
- Gap between HOMO and LUMO (spin up / spin down): 8.5 / 7.4 eV
- HOMO (spin up / spin down): -11.85 / -11.85 eV

Atoms and positions in Å:
C  -1.61361  5.69883  -3.36507
H  -2.07691  -1.65301  4.57847
H  3.78354  2.09357  -2.73580
C  0.86770  -1.93724  -2.70092
H  3.15210  -2.73172  -0.56719
F  1.84575  1.93591  -0.93501
H  0.10782  6.69172  3.32896
H  -1.72723  5.46074  -1.18736
H  4.59130  0.37880  -1.23522
C  0.65791  6.69114  -2.20191
C  -3.85969  -3.72249  2.20234
H  -2.06835  -2.09637  0.45716
O  1.89637  2.32992  3.24758
C  -1.42557  -5.94621  -4.87506
H  -3.38451  1.56962  3.02414
H  0.35428  4.55336  4.70518
H  1.44233  -2.57658  5.63455
S  2.07843  3.78131  3.39418
H  5.62572  1.95116  -4.34864
O  -3.12346  -5.85363  -2.72451
H  3.39822  0.88848  -3.87472
H  0.60521  -1.96848  -3.75695
H  2.61088  -5.50319  0.75811
H  -1.21842  -1.67106  3.04557
C  5.84337  -0.28636  -4.06338
H  1.91567  -2.22301  -2.58965
H  5.13655  -0.47236  -4.87776
H  -1.33786  3.96490  -2.00525
H  0.10909  -3.61740  4.17697
C  4.05944  -0.03251  -2.10010
H  -4.83185  -4.20413  2.16568
C  0.11934  -1.16095  6.38813
H  1.80935  4.24367  1.13765
C  -1.09154  -1.75797  4.12168
O  -2.60024  4.12488  0.76235
H  5.19518  -2.54049  1.13578
C  3.55625  -3.62549  -0.08393
C  0.65063  1.73456  -0.37086
S  -3.06983  -5.53728  -4.13507
H  -4.34019  0.31775  1.22489
H  -3.30955  -1.71853  -0.59051
H  -0.37943  -4.62256  -6.32408
H  -0.73919  -0.72572  -1.90209
O  6.16058  -1.70018  -1.84592
H  2.31849  6.72791  2.88352
O  2.99168  -1.62680  2.75744
O  -1.07888  0.79730  4.92689
O  0.94151  -0.69682  -0.66482
H  -0.80798  -1.02074  6.94911
H  -6.09742  1.72487  0.80208
H  -1.63288  -6.70092  -5.63009
C  1.77750  -3.70298  1.55761
O  0.07935  7.40078  -4.70523
F  -0.29130  1.96337  -1.33192
C  -5.00444  3.52815  1.59729
C  -2.91810  -3.89968  -0.28030
C  -3.96402  -2.38835  1.41675
H  -0.85149  -6.43271  -4.08881
C  2.46351  4.71532  1.87891
H  1.57702  -4.69421  -0.32851
S  -3.24110  3.64637  1.95553
H  -3.86998  -3.26342  -4.31041
C  -3.98200  1.30388  0.94256
C  -0.49754  -3.00684  4.83789
C  -1.19929  5.04589  -2.04210
H  6.86135  -0.62002  -4.23935
H  -3.86018  -4.33800  -0.62053
H  -0.24464  3.80203  3.27531
C  -3.04254  1.82860  2.02024
C  4.13291  1.12841  -3.09513
H  -3.43450  1.28389  -0.00082
H  -1.51751  5.03934  -4.22172
H  -2.35855  -3.47221  -3.40466
O  -3.13038  -6.12116  1.26992
C  0.42471  5.81165  2.77540
O  2.96727  4.21137  4.44964
O  -4.07965  -5.94461  -5.09200
H  3.09591  -0.39803  -1.75362
C  5.58718  1.13377  -3.63056
H  0.65909  4.92706  -0.92164
H  1.47121  -2.74572  1.11750
H  -0.20563  -4.20441  -4.54925
H  -1.35430  -3.58616  5.17309
C  0.32809  5.21368  -1.92021
H  -0.29078  5.62025  1.97368
H  1.77028  6.68655  1.25530
O  -3.04641  4.27232  3.24165
C  0.45883  4.56242  3.62024
H  -2.50468  -3.70604  -6.41269
C  0.35264  -0.69839  -1.96417
C  -5.18079  2.30203  0.69803
S  5.13167  -1.36493  -2.80395
H  -2.00198  1.52226  1.93092
H  4.16460  -4.13315  -0.83051
H  -2.63348  6.06534  -3.25553
C  -0.83660  -4.61587  -5.33689
H  -3.72798  -1.54602  2.06804
H  6.26931  1.41412  -2.82286
C  0.42173  -2.60308  6.01945
O  3.57717  -3.91689  3.56623
O  -1.28340  -4.40263  1.63282
Ni  2.53101  0.43114  2.74466
O  1.07160  -0.20316  4.07249
O  4.29690  -2.39465  -3.39588
S  -0.16914  -0.32400  4.78559
H  1.66452  6.93774  -2.53483
H  0.54643  7.32563  -1.31948
H  -5.36660  3.29507  2.60505
H  -3.48952  -3.61301  3.21855
H  -5.41378  4.49014  1.30617
C  0.48202  0.32769  0.22299
O  1.11221  0.09096  1.38895
H  0.29794  -3.28730  6.85242
H  -5.02601  -2.28775  1.18977
C  4.38143  -3.26548  1.13226
C  2.37634  -4.50304  0.38636
S  3.19491  -3.03631  2.47310
H  -1.58516  -2.51170  -5.55326
C  -2.89420  -3.74108  -4.32288
S  -0.60618  7.24863  -3.44270
H  0.39180  -2.81595  -2.24462
H  0.60629  0.20305  -2.52547
O  -1.34648  8.35401  -2.84832
H  4.95613  -4.15803  1.40129
C  1.81488  6.08349  2.16067
S  -2.66042  -4.75495  1.26061
H  3.50064  4.58730  1.58527
H  -2.11578  -4.27334  -0.91127
F  0.41972  2.67630  0.54826
H  1.12219  -4.19889  2.26178
H  0.85622  -0.62023  6.98230
C  -3.07253  -2.44674  0.18713
H  0.89488  4.65812  -2.66844
H  -5.27118  2.77041  -0.28458
H  -0.59167  0.14208  0.35088
C  -1.93763  -3.53975  -5.49201

Atom charges from the Mulliken analysis, given in e for atoms 1 to 4:
1. C -0.872
2. H 0.484
3. H 0.252
4. C -0.599


No. 2
Below is a 9-piece molecular cluster, C36H72BrFN2O28S overall in a non-equilibrium geometry, with properties calculated with ωB97M-V/def2-TZVPD.

Output
- Lowest unoccupied orbital energy: -1.0947 eV
- Molecular weight: 1111.9 g mol⁻¹
- Energy: -182403.1131 eV
- Structure (SMILES): CC[C@H](Br)N(CON=O)S(=O)(=O)F.CCOC(=O)OC.CCOC(=O)OC.CCOC(=O)OC.CCOC(=O)OC.CCOC(=O)OC.CCOC(=O)OC.CCOC(=O)OC.CCOC(=O)OC
- Gap between HOMO and LUMO: 9.4 eV
- HOMO: -10.51 eV

Atoms and positions in Å:
H  4.81508  -4.48639  1.60529
H  -11.18610  -3.80330  6.23599
O  1.27757  -3.43724  1.95517
H  9.59586  3.43683  -9.96474
H  3.39357  -8.92130  4.93277
H  -3.30478  0.12954  3.83582
H  1.74618  1.40639  -6.68334
O  -4.30044  0.42531  9.85728
H  -4.86158  2.38185  6.62941
H  -2.78190  2.82565  -1.49079
O  7.69095  1.96955  -9.27123
C  -0.98534  -3.70208  0.54310
C  5.37497  2.25219  -8.04200
C  -4.14238  1.56725  6.56134
O  -3.91510  0.74104  1.94011
O  4.83501  -6.78744  4.49809
C  -1.05131  3.26346  -3.80114
H  0.57808  5.57585  -2.91935
C  4.66786  -5.03004  2.53332
H  -5.94268  -0.85318  2.61224
C  8.64205  3.34549  -11.90764
O  -4.21513  2.54116  9.06715
C  0.54343  -0.35734  -6.32147
H  -2.02646  1.24618  6.32603
C  -4.24617  1.35150  8.89482
H  -10.56292  -2.38590  3.60098
C  5.68786  3.43952  -3.58604
C  5.02711  -7.16236  3.36984
H  -3.45453  -1.11611  2.60822
H  -2.42766  2.73322  7.16985
O  2.88538  -0.02230  -5.68749
H  5.90402  -9.01753  4.88122
O  -0.96846  -3.69492  1.98015
O  3.24085  -0.18369  -7.91361
H  -5.32402  -1.33822  4.20321
C  -0.25090  3.64361  -2.53687
C  6.13199  2.20343  -2.83415
C  3.51004  5.85989  -0.24951
H  6.43445  2.45027  -1.81742
H  -0.38101  -2.88195  0.15670
C  -11.47162  -3.26555  5.33317
O  -8.59021  -3.64168  6.47370
H  3.32036  -10.09932  3.63080
H  4.53631  2.63942  -7.46984
H  5.71935  -0.72537  -8.17312
H  -4.43459  0.94653  5.71941
O  -3.27949  0.36312  -2.90839
C  -2.73312  2.07823  6.35456
H  -7.76220  -2.17157  8.67708
H  0.46039  -1.14682  -5.57488
C  -0.53840  -5.03576  -0.01579
H  4.22605  6.67750  -0.27912
C  -0.11978  5.13183  -2.22451
O  0.07615  -3.60630  3.86300
C  4.68319  4.72178  -1.90092
O  7.65160  4.16160  -9.83035
H  1.90365  -2.70709  4.31474
H  -12.01231  -2.37029  5.64264
H  -4.13306  2.62398  -2.54309
H  -1.06863  5.64933  -2.22117
H  -5.01055  1.71760  11.33142
H  -4.23172  4.62482  0.43533
C  -7.13852  -1.88986  7.83009
C  -8.64736  -2.48003  6.16546
H  -0.57206  3.09033  -1.66309
C  8.87578  3.99636  -10.56105
C  -5.33362  -0.54012  3.46083
H  0.76673  3.31680  -2.72807
C  1.62477  0.62446  -5.93312
H  -9.67982  -3.77002  4.22535
H  3.62158  -4.95332  2.82222
H  1.85781  -4.48671  4.46456
N  -4.74298  4.81613  -2.75622
C  -3.92365  -0.21977  3.00880
H  -12.14105  -3.89964  4.75219
H  5.30671  -4.60066  3.30194
O  5.28486  -8.41356  2.99056
C  1.29843  -3.56301  4.60499
O  3.48607  5.14972  -1.49006
O  -3.32989  4.49274  -2.59955
C  -4.40111  4.13298  1.38600
C  -4.11632  2.00571  2.29491
H  -6.48274  -2.71251  7.55509
H  -0.64866  -5.05000  -1.09974
H  7.89238  3.90012  -12.47321
O  5.01122  -6.39578  2.28065
H  5.31469  1.48416  -2.76731
C  0.23202  -3.56212  2.53922
H  9.27353  5.00006  -10.69777
H  -1.13185  -5.84525  0.41091
C  5.49463  -1.49735  -7.44110
O  -4.11309  2.74561  1.18428
H  6.42188  -1.84338  -6.99451
O  -5.23423  4.99519  -1.72808
H  4.99253  -2.33665  -7.91943
O  4.50049  4.01302  -3.01414
C  5.30775  -9.38489  4.04657
C  3.57175  -0.37333  -6.77153
H  6.47885  4.18704  -3.63386
C  3.91101  -9.76907  4.48617
N  -2.33381  2.57367  -3.57008
O  -9.41399  -1.95698  5.20785
F  -0.99205  0.76171  -2.38117
H  4.99476  1.58172  -8.80934
C  7.17910  3.05938  -9.25006
H  0.50498  -5.23306  0.22620
H  -6.52931  -1.03406  8.10723
H  3.74560  5.18065  0.56826
H  -0.44506  2.57184  -4.36446
H  6.04433  1.71933  -7.36831
H  2.51303  6.26511  -0.10039
H  -2.66383  2.63376  5.42110
H  9.56770  3.31578  -12.48213
C  -4.24838  0.95624  11.18344
O  4.68898  -0.98442  -6.37415
O  6.03429  3.37012  -8.64300
H  0.35602  5.21860  -1.25236
H  6.97519  1.73341  -3.33941
H  -3.26074  1.36781  11.38481
H  -5.81619  0.33196  3.90116
H  3.95035  -10.57362  5.22025
H  -5.44233  4.26650  1.67474
H  -2.01847  -3.50958  0.26050
H  1.02652  -3.46898  5.65190
O  5.73162  4.93414  -1.35288
H  -0.40873  0.14734  -6.40769
H  -4.43467  0.12793  11.86080
O  -7.95550  -1.48823  6.72575
C  -10.25471  -2.89076  4.51457
S  -2.12394  0.96204  -3.43627
Br  -1.29215  4.75307  -5.04914
H  1.35907  1.10987  -4.99395
O  -4.28592  2.41901  3.41294
O  -1.64004  0.42553  -4.63978
H  5.81951  -10.25296  3.63565
O  -4.22466  0.72182  7.72305
H  5.42346  3.17692  -4.60864
C  -3.16484  3.10884  -2.46706
H  0.76753  -0.83424  -7.27596
H  -3.74230  4.56920  2.13349
H  8.27615  2.32636  -11.79228

Atom charges from the Mulliken analysis, given in e for atoms 1 to 4:
1. H 0.237
2. H 0.312
3. O -0.557
4. H 0.310


No. 3
Below is a 15-piece molecular cluster, C36H72N11O4 overall in a non-equilibrium geometry, with properties calculated with ωB97M-V/def2-TZVPD.

Output
- Lowest unoccupied orbital energy: -1.7738 eV
- Molecular weight: 723.0 g mol⁻¹
- Total charge: +1
- Energy: -63054.1312 eV
- Gap between HOMO and LUMO: 9.8 eV
- HOMO: -11.53 eV

Atoms and positions in Å:
C  61.48623  -91.40129  43.93937
H  64.34105  -86.67579  40.70097
H  58.09588  -82.23380  48.35268
H  54.70744  -86.65581  47.06330
C  52.40257  -79.23148  45.34680
C  63.32801  -86.96242  41.13501
H  59.11707  -80.96623  47.94903
H  60.77850  -78.38883  49.44715
H  61.28418  -87.71403  47.80062
N  62.21173  -80.19522  47.23536
N  56.50375  -78.75736  44.39134
C  63.28452  -81.73678  43.57141
C  57.62416  -84.61102  51.04640
H  51.42716  -79.56009  44.89379
C  61.14682  -79.45663  49.53946
O  60.80600  -92.26633  44.87340
H  60.91882  -81.91829  44.96104
C  61.03278  -89.98369  43.91506
N  59.16903  -77.95732  46.76047
H  55.86944  -85.57834  43.00947
H  59.48410  -77.10817  43.50854
H  56.22734  -78.10117  47.26627
H  58.76548  -86.33291  38.92256
O  55.59379  -85.27543  45.66299
H  56.18234  -76.69043  46.52376
H  52.42723  -82.73582  42.16441
H  59.41036  -85.35423  40.15154
C  56.59204  -77.30195  47.43149
C  60.62159  -87.08427  48.28603
C  61.19276  -85.67802  48.48868
H  57.76486  -80.22433  46.29103
H  62.00316  -82.77854  38.63145
H  58.34573  -86.31862  52.03259
C  61.33815  -82.91926  40.80406
H  59.62120  -88.18909  46.85257
C  58.03616  -77.64492  47.03164
H  60.34120  -85.03309  48.89548
C  59.94804  -81.73053  44.72659
C  62.43958  -82.82363  39.65463
C  58.47387  -81.78385  47.53907
N  58.02490  -87.88831  41.79328
H  62.80454  -86.27476  41.92254
H  56.65177  -82.95725  45.66539
H  61.46764  -89.35332  43.09589
H  61.85289  -85.46150  49.20117
H  63.89711  -80.75491  43.31869
H  58.74182  -86.52455  50.51974
H  61.60184  -85.42000  47.78087
H  57.34447  -81.72377  44.40796
O  53.42674  -84.50677  42.26003
H  60.97212  -93.18430  44.62065
H  58.36279  -77.49865  41.98894
H  61.47303  -91.75489  42.77418
H  52.94243  -78.83503  44.34219
N  58.91312  -82.61980  45.31881
C  58.84167  -83.90383  44.53099
H  59.59494  -86.67029  43.62749
H  63.03125  -83.81103  39.73644
H  54.54375  -81.30219  42.02843
H  58.04969  -84.52286  44.98420
C  63.90449  -83.13723  43.01389
H  59.41028  -85.36224  51.50041
C  60.12335  -84.69770  44.66949
H  61.31272  -89.46340  44.73804
H  61.20515  -84.18331  44.56369
H  62.58709  -91.50949  44.17492
N  56.38413  -84.45968  39.40283
H  59.96976  -80.70359  44.86596
C  58.49288  -85.83814  51.29070
C  59.17573  -82.90774  46.76093
C  58.71164  -77.98300  43.03256
H  58.78206  -83.77265  46.95004
N  64.40590  -84.09277  42.63271
H  57.48924  -87.04537  45.18486
H  59.99192  -89.83449  43.64262
C  56.68555  -87.41545  45.79014
H  62.84663  -81.92368  39.67693
C  55.87550  -86.39375  46.61629
N  53.81400  -81.32206  46.30283
C  62.35587  -87.11375  39.96602
H  55.97917  -87.86758  45.04360
H  56.61466  -86.19908  47.46041
H  60.26348  -83.14756  46.92773
C  53.24148  -80.41560  45.87797
H  55.26564  -87.25005  42.69542
C  57.41620  -78.45182  43.72979
H  56.46960  -81.18154  47.18138
H  56.34890  -76.77194  48.30084
C  60.41446  -85.96848  43.65336
H  62.29734  -81.36831  43.03712
H  59.00150  -78.78506  42.82090
C  57.09883  -87.28134  42.08850
O  59.71791  -87.26718  47.24348
H  63.52522  -87.94597  41.73738
C  54.60593  -82.34992  42.40015
H  55.74784  -82.79995  42.14223
H  59.69442  -81.43580  43.67201
H  58.41887  -83.78649  43.45106
C  61.78873  -79.86805  48.25227
H  54.81137  -84.74097  45.92296
C  57.40227  -81.17072  46.57728
C  58.96608  -85.33456  39.16096
C  57.45743  -82.18720  45.40083
H  53.60704  -83.35343  40.71963
H  59.35370  -85.06319  38.21377
H  60.45130  -85.52973  42.63160
N  60.55199  -83.03140  41.65962
H  57.00755  -88.00223  46.60028
C  55.81478  -86.53536  42.35153
H  60.30449  -85.03470  45.70799
H  60.27270  -87.49891  49.40609
H  54.30825  -82.34499  43.51588
H  62.03523  -79.48546  50.21436
H  63.23406  -81.92484  44.55643
H  61.20001  -86.60628  43.83390
H  60.45106  -80.22470  49.81269
C  53.39575  -83.20761  41.80314
N  56.94998  -83.72851  50.63531
H  52.77531  -84.99173  41.65128
C  57.47667  -84.78799  39.25703
N  61.61780  -87.24959  39.05939
H  55.70874  -86.13450  41.36200
H  52.08325  -78.37391  45.90791

Atom charges from the Mulliken analysis, given in e for atoms 1 to 4:
1. C -0.385
2. H 0.354
3. H 0.716
4. H 0.289